Entry 1:
The following is a quantum chemistry calculation of a single C10H15ClO molecule in a non-equilibrium geometry, from the OMol25 dataset.

Geometry (Å):
C 0.2817 2.4309 1.5020
O 0.3371 1.7945 0.2795
C 0.5814 0.4489 0.2494
C 1.7942 -0.0593 0.8814
C 2.9178 -0.3304 1.2358
Cl 4.2755 -0.9864 1.7941
C -0.5854 -0.5549 0.0959
C -0.4395 -1.8099 1.0947
C -1.8910 0.1323 0.3696
C 0.0932 -0.1960 -1.2266
C -0.7808 0.6616 -2.0910
C 0.8915 -1.2972 -1.8543
H 0.2687 3.4189 1.3549
H 1.0618 2.2213 2.3121
H -0.6438 2.0487 2.0879
H -1.0894 -1.7407 1.9982
H 0.4897 -2.1006 1.4225
H -0.8822 -2.6186 0.5403
H -2.7313 -0.1544 -0.4504
H -1.9173 1.2138 0.4300
H -2.3675 -0.0403 1.2675
H -1.5365 0.0155 -2.6501
H -0.1014 0.8856 -2.9172
H -1.1125 1.5198 -1.6714
H 0.2087 -2.0236 -2.3892
H 1.3800 -2.0401 -1.1385
H 1.4974 -0.8395 -2.5272

Forces on atoms 1 to 2 (eV/Å):
C -1.1 -4.4 4.0
O 0.9 0.6 -0.6

Properties
HOMO energy	-8.266	eV
relative energy (zero: lowest compared OMol25 entry of this formula, charge and spin)	64.2	kcal per mole
gap between HOMO and LUMO	8.99	eV
SMILES	COC1(C#CCl)C(C)(C)C1(C)C

Results of the Löwdin charge analysis, in e, for atoms 1 through 8: number 1, C, carries -0.10; number 2, O, carries -0.11; number 3, C, carries -0.33; number 4, C, carries -0.02; number 5, C, carries -0.63; number 6, Cl, carries 0.73; number 7, C, carries -0.33; number 8, C, carries 0.00

Entry 2:
The following is a quantum chemistry calculation of a gas-phase ion, C10H15FN3 (charge +1) in a non-equilibrium geometry, from the OMol25 dataset.

Geometry (Å):
C -3.3746 -0.9545 -0.0419
C 2.2806 -1.3169 -0.3487
C -2.1186 -1.8949 -0.1617
C 1.2969 -0.6225 0.2387
C 0.1384 -1.3108 0.5954
C -3.4439 0.0206 1.1558
C 3.5742 -0.5824 -0.8217
C 1.5187 0.6610 1.0034
C 2.6331 1.4458 0.2562
C -3.3321 0.5774 -0.2394
N -0.9660 -1.4497 0.1377
N -4.4154 1.1661 -0.8618
N 3.8606 0.6652 -0.0570
F -2.0314 1.0621 -0.4632
H -4.3215 -1.2797 -0.4056
H 2.2274 -2.3952 -0.7705
H -2.2979 -2.7820 -0.6806
H -4.3698 0.0900 1.7769
H -2.5291 0.0925 1.6450
H 4.4898 -1.1445 -0.5792
H 3.6039 -0.3579 -1.8625
H 0.6458 1.2913 0.9367
H 1.8313 0.5215 2.0706
H 2.2836 1.8750 -0.8140
H 3.0213 2.2775 0.8882
H -4.4046 2.1899 -1.0880
H -4.6829 0.6629 -1.7143
H 4.2420 0.4017 0.8288
H 4.6402 1.0904 -0.6233

Forces on atoms 1 to 2 (eV/Å):
C 1.8 0.8 0.6
C 2.2 -0.2 -2.3

Properties
total charge	+1
HOMO energy	-10.275	eV
relative energy (zero: lowest compared OMol25 entry of this formula, charge and spin)	82.5	kcal per mole
gap between HOMO and LUMO	7.00	eV

Results of the Löwdin charge analysis, in e, for atoms 1 through 8: number 1, C, carries -0.10; number 2, C, carries -0.02; number 3, C, carries -0.01; number 4, C, carries -0.28; number 5, C, carries 0.01; number 6, C, carries -0.01; number 7, C, carries -0.12; number 8, C, carries -0.09

Entry 3:
The following is a quantum chemistry calculation of 2 unconnected molecules or ions with the total composition C10H15IN2 in a non-equilibrium geometry, from the OMol25 dataset.

Geometry (Å):
C -2.1329 0.3892 -1.2649
C -0.8995 0.7295 -0.6820
C -0.2547 -0.4896 -0.6151
C -1.3222 2.9586 0.5242
C -0.9368 3.3007 -0.8793
C -0.4095 2.0434 -0.2477
C 1.4988 -0.1429 2.0788
C 2.1754 -2.2443 0.7873
C -0.8196 -2.8498 -1.2301
C 1.9792 -0.7710 0.8257
N -2.2111 -0.9090 -1.5141
N -1.0537 -1.4418 -1.1087
I 3.3312 0.3509 -0.3409
H -2.9581 1.0298 -1.5109
H -0.9043 3.5424 1.3316
H -2.3307 2.6197 0.7074
H -1.6814 3.2028 -1.6550
H -0.2478 4.1168 -1.0384
H 0.6378 2.0460 0.0280
H 2.2526 -0.2373 2.8714
H 1.2832 0.9140 1.9465
H 0.5931 -0.6424 2.4231
H 3.0405 -2.5304 1.3952
H 2.3597 -2.5989 -0.2246
H 1.3016 -2.7523 1.1942
H -1.3576 -3.2177 -2.1040
H 0.2481 -3.0308 -1.3500
H -1.1815 -3.3857 -0.3477

Forces on atoms 1 to 2 (eV/Å):
C 0.3 -0.3 0.2
C 0.4 0.0 0.1

Properties
2S+1	3
HOMO energy (spin up / spin down)	-7.328 / -8.436	eV
gap between HOMO and LUMO (spin up / spin down)	7.88 / 6.69	eV

Results of the Löwdin charge analysis, in e, for atoms 1 through 8: number 1, C, carries -0.11; number 2, C, carries -0.19; number 3, C, carries 0.08; number 4, C, carries -0.11; number 5, C, carries -0.11; number 6, C, carries -0.27; number 7, C, carries -0.18; number 8, C, carries -0.20

Entry 4:
The following is a quantum chemistry calculation of a molecular structure, C10H15IrN2O10PS2Se, from the OMol25 dataset.

Geometry (Å):
Ir 1.2584 0.0187 -0.5825
C -4.7988 0.6387 -0.4681
C -3.8130 0.2554 0.6150
O -2.8931 -0.7739 0.2136
P -1.6789 -0.4689 -0.7894
S -0.2740 -1.8596 -0.5356
S -0.7500 1.2502 -0.4420
O -2.4679 -0.4819 -2.1575
C -1.8979 -0.1142 -3.4467
C -1.1547 -1.2646 -4.0770
H -5.5316 1.3344 -0.0547
H -5.3222 -0.2418 -0.8409
H -4.3009 1.1215 -1.3070
H -4.3285 -0.1642 1.4782
H -3.2415 1.1271 0.9476
H -1.2662 0.7643 -3.3075
H -2.7698 0.1645 -4.0380
H -0.2698 -1.5221 -3.4998
H -0.8287 -0.9584 -5.0728
H -1.8001 -2.1395 -4.1726
C -0.5089 0.2798 2.9214
C 0.9328 0.0678 2.6342
N 1.5569 -0.0892 1.4784
C 2.8755 -0.3566 1.7642
C 3.0655 -0.3403 3.1100
N 1.8289 -0.0743 3.6359
C 4.2259 -0.5666 4.0024
O 5.3813 -0.7862 3.4236
O 4.0638 -0.5244 5.2046
C 3.7822 -0.7125 0.6387
O 4.9564 -1.0248 0.8911
O 3.2261 -0.7337 -0.4966
H -1.0880 0.2155 2.0092
H -0.6735 1.2596 3.3728
H -0.8586 -0.4885 3.6131
H 1.6532 -0.0268 4.6270
H 5.3078 -0.7771 2.3974
O 2.9809 1.7622 -3.7915
Se 1.6975 1.6837 -2.8369
O 2.1056 1.8423 -1.1811
O 1.1497 0.0773 -2.6076
O 0.4683 2.6272 -3.2725

Forces on atoms 1 to 2 (eV/Å):
Ir -0.8 0.6 0.3
C 0.0 0.0 0.0

Properties
total charge	-1
HOMO energy	-5.784	eV
relative energy (zero: lowest compared OMol25 entry of this formula, charge and spin)	11.6	kcal per mole
gap between HOMO and LUMO	8.07	eV

Results of the Löwdin charge analysis, in e, for atoms 1 through 8: number 1, Ir, carries 0.92; number 2, C, carries -0.08; number 3, C, carries -0.30; number 4, O, carries -0.33; number 5, P, carries -0.05; number 6, S, carries 0.35; number 7, S, carries 0.44; number 8, O, carries -0.31

Entry 5:
The following is a quantum chemistry calculation of a single C10H15N molecule in a non-equilibrium geometry, from the OMol25 dataset.

Geometry (Å):
C -0.9987 1.7191 -0.2263
C 0.2739 0.7608 -0.1669
C 1.4377 1.7734 -0.0270
C 0.1940 -0.5061 0.6001
C -0.8770 -0.9658 1.5129
C -1.8838 -0.3574 2.0191
N -2.8899 0.1716 2.4658
C 1.5353 -1.3348 0.7393
C 1.6587 -1.4013 -0.8187
C 0.2744 -0.5426 -0.9573
C -0.8048 -0.6915 -1.9755
H -1.1003 1.9814 0.7906
H -1.7535 1.2046 -0.6417
H -0.6237 2.4876 -0.8958
H 1.4760 2.2048 -0.9933
H 2.3818 1.1613 -0.0252
H 1.2625 2.4043 0.9408
H -0.9729 -1.9550 1.7961
H -2.9218 0.4560 3.4267
H 2.2168 -0.7646 1.2464
H 1.3974 -2.2922 1.0307
H 2.4165 -0.8715 -1.4514
H 1.4729 -2.2596 -1.4361
H -1.7912 -0.4956 -1.6719
H -0.8176 -1.6707 -2.3739
H -0.5627 -0.2162 -2.9076

Forces on atoms 1 to 2 (eV/Å):
C 4.6 -1.1 0.0
C 0.4 1.4 0.6

Properties
HOMO energy	-7.986	eV
relative energy (zero: lowest compared OMol25 entry of this formula, charge and spin)	100.7	kcal per mole
gap between HOMO and LUMO	8.87	eV
SMILES	CC1(C)[C@]2(C=C=N)CC[C@]12C

Results of the Löwdin charge analysis, in e, for atoms 1 through 8: number 1, C, carries 0.01; number 2, C, carries -0.38; number 3, C, carries -0.03; number 4, C, carries -0.27; number 5, C, carries -0.03; number 6, C, carries -0.19; number 7, N, carries 0.15; number 8, C, carries -0.05

Entry 6:
The following is a quantum chemistry calculation of a molecular structure, C10H15N in a non-equilibrium geometry, from the OMol25 dataset.

Geometry (Å):
C 1.4929 1.1060 -0.6051
C 1.6246 -1.0302 -0.1391
C 0.2699 -0.8202 0.1547
C -0.6598 -1.5037 -0.6589
C -1.8432 -0.4034 -0.4456
C -1.1724 0.6441 -1.3167
C 0.0539 0.7243 -0.4329
C -0.7146 1.4490 0.7322
C -1.4850 0.2436 1.0457
C -0.2657 -0.6409 1.4230
H 1.6099 2.3503 -0.3900
H 2.2046 0.4357 -1.5878
H 3.2263 0.5531 0.1549
H 1.9791 -1.9925 0.4325
H 1.8620 -1.0392 -1.3782
H -0.2146 -1.5886 -1.6616
H -1.0339 -2.6021 -0.5235
H -2.8685 -0.6278 -0.7637
H -0.9820 0.6379 -2.5805
H -1.6408 1.6024 -1.4097
H 0.0862 1.5911 1.4200
H -0.9307 2.5582 0.6550
H -2.2819 0.3618 2.0765
H 0.5048 -0.4261 2.4290
H -0.6202 -1.6734 1.4321
N 2.1851 0.1783 0.4501

Forces on atoms 1 to 2 (eV/Å):
C 2.3 1.3 -0.6
C 5.4 -2.8 0.2

Properties
HOMO energy	-9.182	eV
relative energy (zero: lowest compared OMol25 entry of this formula, charge and spin)	196.2	kcal per mole
gap between HOMO and LUMO	10.12	eV

Results of the Löwdin charge analysis, in e, for atoms 1 through 8: number 1, C, carries -0.13; number 2, C, carries -0.25; number 3, C, carries -0.60; number 4, C, carries -0.10; number 5, C, carries -0.12; number 6, C, carries -0.15; number 7, C, carries -0.36; number 8, C, carries -0.16